1.
Below is a cluster of 2 separate species, C5H14 in total, with properties calculated with the ωB97M-V functional and the def2-TZVPD basis.

Summary:
HOMO level (spin up / spin down), eV: 1.56 / -7.73
<S²>: 0.750
Energy above the lowest of the compared OMol25 structures with the same formula, charge and spin, kcal/mol: 7.5
LUMO energy (spin up / spin down), eV: 4.21 / 4.30

```
! RIJCOSX wB97M-V def2-TZVPD def2/J DEFGRID3
* xyz -1 2
C 1.83594 -0.29062 -2.37538
C 2.46753 -0.07303 -0.99190
C -1.40184 -0.39987 0.07389
C -1.02273 0.00285 1.50003
C -2.13626 0.82546 2.16113
H -0.86248 -0.92415 2.04369
H 1.82795 0.59684 -0.41775
H -3.08650 0.28550 2.10436
H 3.49043 0.28891 -1.08316
H -1.16881 0.35983 -0.65858
H -0.84845 -1.25555 -0.34373
H -0.09611 0.57444 1.56726
H 2.47736 -1.02614 -0.45570
H -1.97837 0.95049 3.24196
H -2.16112 1.78602 1.66131
H 2.49749 0.16900 -3.11211
H 0.85477 0.18106 -2.34570
H -2.45159 -0.71114 0.08184
H 1.76275 -1.33990 -2.65146
*
```

---

2.
Below is a cluster of 2 separate species, C5H14 in total in a non-equilibrium geometry, with properties calculated with the ωB97M-V functional and the def2-TZVPD basis.

Summary:
SMILES: CCC.CC
HOMO level, eV: -10.66
Energy above the lowest of the compared OMol25 structures with the same formula, charge and spin, kcal/mol: 32.2
LUMO energy, eV: 1.12

```
! RIJCOSX wB97M-V def2-TZVPD def2/J DEFGRID3
* xyz 0 1
C 0.57373 -2.39272 -2.21608
C 0.65402 2.80021 1.60324
C -0.81340 -0.67927 -0.53035
C 0.10329 1.57320 2.34016
C -0.78019 -1.63974 -1.72824
H 0.23961 1.68442 3.38243
H 0.82479 2.52182 0.63372
H -0.64124 -1.33195 0.38144
H -1.39024 -2.42956 -1.46777
H 0.79983 -1.99627 -3.16192
H -0.88692 1.24849 2.02967
H 1.31528 -2.15292 -1.38806
H -1.71167 -0.25310 -0.23285
H -0.07703 0.07265 -0.57669
H -1.10367 -1.02337 -2.66160
H 0.42952 -3.48349 -2.25590
H 0.90428 0.83899 2.17731
H 1.56341 2.95368 2.04298
H -0.00340 3.68893 1.62852
*
```

---

3.
Below is a cluster of 2 separate species, C5H14 in total in a non-equilibrium geometry, with properties calculated with the ωB97M-V functional and the def2-TZVPD basis.

Summary:
SMILES: CCC.CC
HOMO level, eV: -10.78
Energy above the lowest of the compared OMol25 structures with the same formula, charge and spin, kcal/mol: 48.6
LUMO energy, eV: 1.09

```
! RIJCOSX wB97M-V def2-TZVPD def2/J DEFGRID3
* xyz 0 1
C -2.23493 0.00422 0.97963
C 2.38319 -0.53220 -1.13090
C 1.46259 0.68326 -0.98992
C -0.01440 0.21578 -1.32166
C -1.26811 -0.24209 2.24343
H -1.92638 1.11931 0.76209
H -2.15875 -0.63754 -0.09092
H 2.68069 -0.86273 -2.10181
H 3.41483 -0.20776 -0.85504
H -1.58399 0.49148 3.01641
H 2.25238 -1.34852 -0.46302
H -0.69171 0.95070 -0.81098
H 1.34178 1.03566 0.01898
H 1.84127 1.35038 -1.84972
H -0.23959 0.29326 -2.39017
H -1.45334 -1.12716 2.75148
H -3.23188 -0.04622 1.35204
H -0.26328 -0.43968 1.78858
H -0.31036 -0.70016 -0.90848
*
```

---

4.
Below is a cluster of 2 separate species, C5H14 in total in a non-equilibrium geometry, with properties calculated with the ωB97M-V functional and the def2-TZVPD basis.

Summary:
SMILES: CCC.CC
HOMO level, eV: -10.49
Energy above the lowest of the compared OMol25 structures with the same formula, charge and spin, kcal/mol: 46.0
LUMO energy, eV: 1.13

```
! RIJCOSX wB97M-V def2-TZVPD def2/J DEFGRID3
* xyz 0 1
C 0.84787 0.82079 2.19788
C -0.91763 0.09131 -1.16254
C 0.59673 2.31536 1.97444
C 0.34524 -2.15022 -1.63770
C -0.95445 -1.37702 -1.75870
H -1.93468 0.38220 -1.10609
H 1.88098 0.43500 2.01049
H -1.69687 -2.03251 -1.14964
H 0.55585 0.52228 3.28487
H 0.22012 0.35644 1.37887
H -1.58505 -1.05851 -2.67136
H 0.37556 2.48199 0.91207
H -0.28524 0.67850 -1.87317
H 1.37000 2.83314 2.30530
H -0.36768 0.12801 -0.22420
H 0.19667 -3.24932 -1.56983
H 0.79940 -2.02089 -2.72195
H -0.39612 2.72310 2.58253
H 0.94929 -1.87964 -0.77127
*
```

---

5.
Below is a cluster of 2 separate species, C5H14 in total in a non-equilibrium geometry, with properties calculated with the ωB97M-V functional and the def2-TZVPD basis.

Summary:
SMILES: CCC.CC
HOMO level, eV: -11.01
Energy above the lowest of the compared OMol25 structures with the same formula, charge and spin, kcal/mol: 36.8
LUMO energy, eV: 1.10

```
! RIJCOSX wB97M-V def2-TZVPD def2/J DEFGRID3
* xyz 0 1
C -0.14545 -0.07333 -2.34894
C 1.99807 1.06711 2.07535
C -0.64406 -0.41435 -0.95083
C -1.81627 -1.39035 -1.11016
C 0.48092 0.75937 2.21146
H -2.46073 -1.23758 -0.18844
H 2.46685 0.14409 2.02206
H 0.12121 0.96176 -2.37276
H -1.41654 -2.34565 -1.08002
H 0.82125 -0.61377 -2.61473
H -2.25640 -1.39906 -2.06297
H 2.21786 1.67880 1.26973
H 0.26641 -0.94242 -0.32348
H -0.86517 0.53058 -0.37299
H 0.11065 0.46467 1.21702
H 2.35934 1.66950 2.83358
H 0.28638 -0.10262 2.78109
H -1.00706 -0.22885 -2.99555
H 0.11664 1.72984 2.62614
*
```

---

6.
Below is a cluster of 2 separate species, C5H14 in total in a non-equilibrium geometry, with properties calculated with the ωB97M-V functional and the def2-TZVPD basis.

Summary:
SMILES: CCC.CC
HOMO level, eV: -11.04
Energy above the lowest of the compared OMol25 structures with the same formula, charge and spin, kcal/mol: 19.1
LUMO energy, eV: 1.14

```
! RIJCOSX wB97M-V def2-TZVPD def2/J DEFGRID3
* xyz 0 1
C 1.35494 0.86978 -1.13342
C 0.93687 2.32722 0.91485
C 0.37212 1.27762 -0.05979
C -1.52421 -1.74849 0.75076
C -1.09192 -2.59111 -0.48052
H 1.67394 1.83024 -1.63679
H 1.57117 1.68744 1.54336
H 0.23876 2.83610 1.59981
H -0.13851 0.46766 0.44015
H -0.64012 -3.50345 -0.08201
H 1.52385 3.09696 0.38364
H -0.33339 -2.02277 -1.03577
H 2.33778 0.44863 -0.85806
H -0.42455 1.73978 -0.65506
H -2.54722 -2.00951 1.10425
H -0.99592 -1.73991 1.69884
H -1.41298 -0.66611 0.41861
H -2.00790 -2.87891 -0.97473
H 0.95812 0.25669 -1.93342
*
```

---

7.
Below is a cluster of 2 separate species, C5H14 in total in a non-equilibrium geometry, with properties calculated with the ωB97M-V functional and the def2-TZVPD basis.

Summary:
SMILES: CCC.CC
HOMO level, eV: -10.79
Energy above the lowest of the compared OMol25 structures with the same formula, charge and spin, kcal/mol: 28.4
LUMO energy, eV: 1.09

```
! RIJCOSX wB97M-V def2-TZVPD def2/J DEFGRID3
* xyz 0 1
C 1.22276 -2.19926 0.55260
C -0.22554 2.89059 -0.17194
C -1.62650 2.37809 -0.21220
C 1.88698 -3.37357 -0.16520
C -1.63696 0.86037 -0.02130
H 0.39072 2.43789 0.67675
H 0.58668 -2.30605 1.42914
H 2.35295 -3.00954 -1.05118
H 1.83312 -1.35265 0.58720
H 0.47790 -1.80281 -0.11334
H 0.50462 2.56030 -0.94918
H -2.14599 2.74607 -1.14553
H -2.08912 0.35147 -0.83056
H -2.34538 0.43051 0.65861
H 1.19129 -4.19065 -0.37857
H 2.67320 -3.67276 0.58444
H -2.28396 2.75966 0.54112
H -0.19875 3.98387 -0.04784
H -0.56801 0.50846 0.05698
*
```

---

8.
Below is a cluster of 2 separate species, C5H14 in total in a non-equilibrium geometry, with properties calculated with the ωB97M-V functional and the def2-TZVPD basis.

Summary:
SMILES: CCC.CC
HOMO level, eV: -11.48
Energy above the lowest of the compared OMol25 structures with the same formula, charge and spin, kcal/mol: 9.6
LUMO energy, eV: 1.04

```
! RIJCOSX wB97M-V def2-TZVPD def2/J DEFGRID3
* xyz 0 1
C -1.26105 1.09545 -0.29163
C 1.57779 -1.10574 0.96983
C -2.64478 0.48493 -0.62830
C -0.63694 1.75971 -1.52259
C 2.70166 -2.00477 1.46688
H 2.74683 -2.95847 0.94576
H -3.07581 1.05968 -1.45935
H 0.76276 -1.60350 0.43583
H -1.32672 1.79317 0.53717
H -0.36240 1.01652 -2.27783
H 1.82902 -0.42283 0.14708
H -3.39062 0.70204 0.13952
H 3.67497 -1.51757 1.39891
H 1.10690 -0.51256 1.74618
H -0.61299 0.25711 -0.02729
H -2.55402 -0.56825 -0.85843
H 0.29916 2.26145 -1.27878
H -1.35342 2.44627 -1.95799
H 2.51966 -2.18263 2.51505
*
```

---

9.
Below is a cluster of 2 separate species, C5H14 in total in a non-equilibrium geometry, with properties calculated with the ωB97M-V functional and the def2-TZVPD basis.

Summary:
SMILES: CCC.CC
HOMO level, eV: -11.14
Energy above the lowest of the compared OMol25 structures with the same formula, charge and spin, kcal/mol: 36.4
LUMO energy, eV: 1.08

```
! RIJCOSX wB97M-V def2-TZVPD def2/J DEFGRID3
* xyz 0 1
C 1.56146 -2.24425 0.46965
C 0.18096 -1.43441 -1.55903
C -1.77989 2.59271 0.88943
C -0.37598 2.04687 0.22295
C 0.54442 -1.16154 -0.07158
H -2.51906 1.76368 0.99065
H 2.55921 -2.14716 0.06827
H 0.36527 2.76780 -0.19501
H -2.29554 3.42808 0.38754
H -1.56030 3.20607 1.75859
H 1.86445 -2.11119 1.57280
H 1.17608 -1.60124 -2.09929
H 1.07209 -3.19977 0.37886
H -0.26608 -2.51876 -1.57781
H 0.11813 1.54373 0.93963
H -0.60792 -1.00576 -2.22365
H -0.38647 -1.08427 0.50922
H -0.63711 1.37079 -0.52221
H 0.98626 -0.21138 0.06098
*
```

---

10.
Below is a cluster of 2 separate species, C5H14 in total in a non-equilibrium geometry, with properties calculated with the ωB97M-V functional and the def2-TZVPD basis.

Summary:
SMILES: CCC.CC
HOMO level, eV: -11.07
Energy above the lowest of the compared OMol25 structures with the same formula, charge and spin, kcal/mol: 24.0
LUMO energy, eV: 1.09

```
! RIJCOSX wB97M-V def2-TZVPD def2/J DEFGRID3
* xyz 0 1
C 0.85372 -0.34024 2.40272
C -0.34585 -0.05901 -3.29109
C -1.24085 0.64158 -2.16514
C -0.50306 0.35784 2.62116
C 1.39931 -0.53754 0.97263
H 1.67570 0.18131 2.90809
H 0.66546 -1.32738 2.89855
H -1.21301 -0.26051 -1.53039
H 0.97196 -1.49323 0.62818
H 2.46689 -0.51287 0.92181
H 0.16974 0.64615 -3.93273
H 0.51885 -0.35808 -2.69030
H -0.80102 0.30323 3.66201
H -2.25429 0.71133 -2.54382
H -1.23988 -0.05328 1.93780
H -0.88230 1.49767 -1.62814
H -0.44037 1.36942 2.20178
H -0.79193 -0.97327 -3.66496
H 0.99092 0.20687 0.29183
*
```

---

11.
Below is a cluster of 2 separate species, C5H14 in total in a non-equilibrium geometry, with properties calculated with the ωB97M-V functional and the def2-TZVPD basis.

Summary:
SMILES: CCC.CC
HOMO level, eV: -11.41
Energy above the lowest of the compared OMol25 structures with the same formula, charge and spin, kcal/mol: 9.0
LUMO energy, eV: 1.12

```
! RIJCOSX wB97M-V def2-TZVPD def2/J DEFGRID3
* xyz 0 1
C 1.80611 1.01137 -1.20568
C 2.28876 -0.44620 -1.23667
C -1.09930 -0.41240 0.39032
C -0.89706 -0.80929 1.86179
C -2.23153 0.60442 0.21133
H 0.93442 1.19942 -1.82536
H 1.71699 -1.03597 -1.94280
H -0.21656 0.11208 0.02763
H 1.59200 1.27536 -0.16822
H 3.30631 -0.53859 -1.60284
H -0.26021 -0.07716 2.34177
H 2.11150 -0.97441 -0.30039
H -3.24967 0.24036 0.14702
H -2.20473 1.32091 1.04545
H -1.86059 -0.86579 2.35346
H -1.35857 -1.30195 -0.18572
H -2.01172 1.25845 -0.63100
H 2.57145 1.71995 -1.51698
H -0.38823 -1.76859 1.95912
*
```

---

12.
Below is a cluster of 2 separate species, C5H14 in total in a non-equilibrium geometry, with properties calculated with the ωB97M-V functional and the def2-TZVPD basis.

Summary:
HOMO level (spin up / spin down), eV: -15.15 / -15.15
<S²>: 0.753
Energy above the lowest of the compared OMol25 structures with the same formula, charge and spin, kcal/mol: 8.0
LUMO energy (spin up / spin down), eV: -3.08 / -10.69

```
! RIJCOSX wB97M-V def2-TZVPD def2/J DEFGRID3
* xyz 1 2
C 2.07082 -1.80656 0.99332
C -1.55037 0.74319 -0.08704
C -0.96056 -0.39472 -1.18613
C -2.10044 1.91463 -0.72398
C 2.09676 -0.27174 1.01706
H 2.24563 0.08910 -0.00334
H 1.16351 0.18557 1.37734
H -1.50751 -0.29390 -2.12711
H -2.28028 0.18488 0.47804
H 2.50760 -2.25142 1.89280
H 0.09649 -0.16419 -1.30897
H 2.64201 -2.19612 0.15559
H -0.60005 0.96581 0.42454
H 2.91204 0.09136 1.63769
H -1.34139 2.50362 -1.26155
H -1.02402 -1.42121 -0.82931
H -2.94298 1.63242 -1.35510
H -2.48179 2.68718 -0.01301
H 1.05454 -2.19791 0.91916
*
```